Record 1
Entry from the OMol25 dataset: an isolated ion of composition C4H8N3 and charge +1 at a distorted geometry (ωB97M-V/def2-TZVPD).

Output
- Maximum force: 3.54 eV Å⁻¹
- LUMO energy: -4.25 eV
- ΔE to the lowest compared entry with this formula, charge and spin: 109.3 kcal per mole
- Charge: +1
- Gap between HOMO and LUMO: 8.42 eV
- Multiplicity: 1

Geometry (Å):
C: 0.16420 -0.04045 1.56917
C: 0.41058 1.23302 1.43470
C: -0.06129 1.23987 -0.99036
C: 0.06286 -1.13707 -0.41418
N: 0.44395 1.76278 0.12131
N: -0.29231 -0.05806 -1.31969
N: -0.63752 -2.27318 -0.47383
H: 0.02104 -0.65746 2.50168
H: 0.72659 2.09205 2.08982
H: -0.18575 2.06421 -1.80128
H: 1.12064 -1.49087 -0.27148
H: 0.83463 2.67479 0.17855
H: -0.82256 -0.26348 -2.20885
H: -1.65148 -2.17505 -0.47794
H: -0.13358 -2.97111 0.06237

Record 2
Entry from the OMol25 dataset: a 2-piece molecular cluster, C4H8N3 overall at a distorted geometry (ωB97M-V/def2-TZVPD).

Output
- Maximum force: 3.60 eV Å⁻¹
- LUMO energy (alpha / beta): -7.44 / -7.44 eV
- ΔE to the lowest compared entry with this formula, charge and spin: 177.8 kcal per mole
- Charge: +1
- Gap between HOMO and LUMO (alpha / beta): 3.65 / 3.65 eV
- Multiplicity: 1

Geometry (Å):
C: -1.14035 -0.49795 -0.64074
C: 1.78797 1.74521 -0.01694
C: -2.40695 -0.74791 -0.24395
C: 2.27804 0.53555 0.15150
N: 2.85936 -0.55106 0.32433
N: 3.17833 -1.68113 -0.01527
N: -3.16973 0.23195 0.28898
H: -0.64791 0.41645 -0.35348
H: -0.66009 -1.43659 -0.84011
H: 0.80270 1.92476 -0.46137
H: 2.23776 2.68726 0.36822
H: -2.81783 -1.84326 -0.32448
H: 4.13315 -2.01155 0.21250
H: -2.67192 1.14876 0.38059
H: -3.76253 0.07952 1.17024